[1]
Molecular formula: C31H21BrF4NO2PSV
Method: DFT, ωB97M-V/def2-TZVPD

Each line ends with the Mulliken charge.
Atoms and positions in Å:
V  -1.094  0.522  0.847  0.761
C  -0.297  -2.285  3.992  -1.932
C  -0.541  -1.828  2.575  1.293
O  -0.453  -0.601  2.386  -0.545
C  -0.829  -2.788  1.528  1.016
C  -0.832  -4.167  1.861  -1.062
C  -1.020  -5.148  0.930  -0.962
C  -1.212  -4.769  -0.413  -0.448
C  -1.225  -3.457  -0.782  -1.071
C  -1.052  -2.405  0.165  0.453
O  -1.102  -1.195  -0.262  -0.094
H  -0.126  -1.405  4.606  0.401
H  0.570  -2.945  4.048  0.391
H  -1.153  -2.838  4.378  0.425
H  -0.678  -4.452  2.892  0.410
H  -1.019  -6.190  1.214  0.413
H  -1.351  -5.533  -1.168  0.401
H  -1.377  -3.158  -1.811  0.422
F  -1.309  1.325  -6.192  -0.289
C  -0.786  1.330  -4.969  0.635
C  0.584  1.334  -4.796  0.166
F  1.391  1.336  -5.853  -0.290
C  1.110  1.344  -3.510  0.606
F  2.441  1.408  -3.433  -0.351
C  0.321  1.308  -2.372  -0.687
P  1.006  1.154  -0.646  1.173
C  1.908  2.724  -0.471  0.786
C  1.287  3.902  -0.884  -0.491
C  1.894  5.128  -0.670  -0.697
C  3.125  5.191  -0.032  -0.463
C  3.741  4.024  0.394  -0.731
C  3.136  2.794  0.178  -0.497
C  2.307  -0.130  -0.676  -0.363
C  2.046  -1.251  0.106  -0.096
C  2.963  -2.289  0.202  -0.465
C  4.168  -2.208  -0.472  -0.557
C  4.459  -1.077  -1.226  -0.866
C  3.542  -0.045  -1.325  -0.005
C  -1.062  1.376  -2.587  0.262
Br  -2.276  1.719  -1.178  -0.154
C  -1.611  1.371  -3.852  0.142
F  -2.926  1.445  -4.047  -0.319
H  0.318  3.867  -1.370  0.332
H  1.401  6.034  -0.997  0.416
H  3.600  6.148  0.137  0.389
H  4.696  4.068  0.898  0.402
H  3.627  1.892  0.519  0.453
H  1.115  -1.317  0.641  -0.119
H  2.722  -3.156  0.804  0.493
H  4.888  -3.012  -0.402  0.392
H  5.409  -0.993  -1.737  0.408
H  3.813  0.838  -1.881  0.534
S  -1.778  2.438  2.334  -0.511
C  -3.190  1.421  2.301  0.487
C  -4.425  1.723  2.897  -0.771
C  -5.476  0.851  2.747  -0.020
C  -5.314  -0.322  2.003  -0.958
C  -4.078  -0.564  1.450  -0.379
N  -3.045  0.269  1.609  -0.003
H  -4.524  2.643  3.455  0.425
H  -6.432  1.078  3.200  0.380
H  -6.124  -1.021  1.858  0.418
H  -3.873  -1.451  0.860  0.509

Computed properties:
HOMO level (alpha / beta), eV: -6.9369 / -7.4451
Total charge: 0
Kohn-Sham gap (alpha / beta), eV: 6.949 / 7.334
LUMO (alpha / beta), eV: 0.01 / -0.11
Spin multiplicity: 4
Energy relative to the best compared isomer or geometry (same formula, charge and spin), kJ/mol: 21.7
Energy, hartree: -6056.25478
⟨S²⟩: 3.760

=====

[2]
Molecular formula: C31H21Cl3O20
Method: DFT, ωB97M-V/def2-TZVPD

Each line ends with the Mulliken charge.
Atoms and positions in Å:
C  4.294  -0.177  0.497  -1.133
C  5.243  0.387  1.187  0.519
C  6.595  -0.301  1.373  0.887
O  7.434  0.409  1.896  -0.657
C  6.778  -1.614  0.924  -0.778
C  5.825  -2.231  0.216  0.102
C  4.516  -1.484  -0.004  0.872
O  3.699  -2.180  -0.605  -0.663
O  5.923  -3.469  -0.197  -0.578
O  5.163  1.574  1.751  -0.564
H  3.332  0.308  0.272  0.749
H  7.705  -2.147  1.097  0.438
H  5.030  -3.663  -0.605  0.398
H  5.989  1.668  2.276  0.344
C  -5.787  -5.057  0.433  -0.952
C  -6.248  -3.901  -0.064  0.379
C  -5.631  -2.567  0.235  0.797
O  -6.042  -1.604  -0.315  -0.572
C  -4.394  -2.567  1.079  -0.584
C  -3.911  -3.716  1.565  0.139
C  -4.574  -5.032  1.288  0.951
O  -4.070  -6.052  1.752  -0.633
O  -2.816  -3.739  2.366  -0.502
O  -7.323  -3.868  -0.848  -0.557
H  -6.256  -6.010  0.209  0.421
H  -3.898  -1.591  1.183  0.434
H  -2.653  -4.673  2.611  0.326
H  -7.404  -2.997  -1.241  0.345
C  0.502  3.376  2.898  -0.364
C  1.763  2.929  2.958  0.156
C  2.663  3.318  4.089  0.514
O  3.867  3.127  4.022  -0.568
C  2.025  4.078  5.212  -0.728
C  0.735  4.483  5.161  0.288
C  -0.087  4.180  3.894  0.630
O  -1.302  4.484  3.868  -0.640
O  0.150  4.995  6.277  -0.525
O  2.289  2.176  1.954  -0.168
H  -0.116  3.119  2.044  0.494
H  2.585  4.027  6.117  0.413
H  -0.710  5.420  6.007  0.349
H  3.204  2.016  2.150  0.177
C  -1.911  1.455  -0.336  0.123
C  -3.077  1.125  -0.902  -0.060
C  -3.369  1.533  -2.369  1.003
O  -4.472  1.174  -2.781  -0.669
C  -2.383  2.319  -3.122  -1.036
C  -1.332  2.789  -2.409  -0.036
C  -0.996  2.289  -1.000  0.806
O  0.072  2.631  -0.560  -0.647
O  -0.369  3.537  -2.934  -0.626
O  -4.040  0.498  -0.217  -0.542
H  -1.703  1.040  0.676  0.440
H  -2.606  2.671  -4.123  0.511
H  0.309  3.610  -2.221  0.459
H  -4.854  0.512  -0.796  0.315
C  -0.456  -0.907  -3.521  -0.989
C  -0.543  -0.932  -4.836  0.376
C  0.391  -0.154  -5.739  0.767
O  0.167  -0.273  -6.938  -0.647
C  1.471  0.578  -5.182  -0.685
C  1.585  0.620  -3.855  0.017
C  0.594  -0.084  -2.990  1.245
O  0.717  0.148  -1.787  -0.263
O  2.557  1.337  -3.278  -0.650
O  -1.480  -1.665  -5.423  -0.572
H  -1.186  -1.432  -2.939  0.374
H  2.177  1.123  -5.806  0.457
H  2.286  1.428  -2.341  0.276
H  -1.494  -1.468  -6.380  0.355
C  -0.087  -2.230  1.505  -0.120
Cl  1.364  -3.177  1.378  -0.110
Cl  -0.937  -2.351  -0.055  -0.069
Cl  0.227  -0.514  2.046  -0.070
H  -0.713  -2.664  2.257  0.308

Computed properties:
HOMO level, eV: -9.6510
Total charge: 0
Kohn-Sham gap, eV: 8.078
LUMO, eV: -1.57
Spin multiplicity: 1
Energy relative to the best compared isomer or geometry (same formula, charge and spin), kJ/mol: 0.0
Energy, hartree: -4079.21864
SMILES string: O=C1C=C(O)C(=O)C=C1O.O=C1C=C(O)C(=O)C=C1O.O=C1C=C(O)C(=O)C=C1O.O=C1C=C(O)C(=O)C=C1O.O=C1C=C(O)C(=O)C=C1O.ClC(Cl)Cl

=====

[3]
Molecular formula: C31H21F3NO8SbSeTi
Method: DFT, ωB97M-V/def2-TZVPD

Each line ends with the Mulliken charge.
Atoms and positions in Å:
Ti  -1.123  2.581  -0.558  0.071
O  1.327  1.865  2.605  -0.840
C  0.524  2.348  1.811  0.799
O  0.070  1.704  0.750  0.859
C  -0.123  3.671  1.922  -0.633
C  -0.054  4.584  2.944  -0.593
C  -0.851  5.732  2.942  -0.615
C  -1.736  5.915  1.856  -0.370
C  -1.774  5.018  0.830  -0.067
N  -0.977  3.878  0.839  0.268
C  -2.669  5.004  -0.364  0.523
O  -3.536  5.831  -0.597  -0.785
O  -2.429  3.938  -1.106  -0.296
H  0.636  4.384  3.757  0.459
H  -0.807  6.447  3.752  0.381
H  -2.399  6.772  1.811  0.471
C  -2.563  -0.264  1.671  -0.165
C  -3.032  -0.777  0.460  -0.337
C  -3.616  0.064  -0.467  -0.383
C  -3.750  1.428  -0.194  -0.539
C  -3.296  1.940  1.019  -0.452
C  -2.697  1.081  1.950  -0.382
H  -2.069  -0.920  2.378  0.372
H  -2.923  -1.834  0.247  0.342
H  -3.963  -0.327  -1.415  0.340
H  -4.245  2.088  -0.892  0.401
H  -3.500  2.970  1.281  0.579
H  -2.325  1.485  2.884  0.307
F  6.693  -0.333  0.033  -0.373
C  5.349  -0.479  -0.145  0.465
C  4.899  -1.120  -1.279  -0.812
C  3.528  -1.279  -1.445  -0.401
C  2.625  -0.820  -0.491  0.638
C  3.123  -0.129  0.615  -0.027
C  4.492  0.040  0.800  -0.971
Sb  0.500  -1.052  -0.673  0.646
C  0.552  -2.515  -2.257  -0.211
C  -0.251  -2.266  -3.370  -0.676
C  -0.320  -3.162  -4.432  -0.599
C  0.428  -4.316  -4.359  0.392
F  0.369  -5.205  -5.389  -0.373
C  1.240  -4.610  -3.282  -0.824
C  1.293  -3.695  -2.236  -0.195
C  0.427  -2.579  0.915  0.154
C  0.714  -2.162  2.221  -0.236
C  0.468  -2.969  3.325  -0.802
C  -0.095  -4.210  3.116  0.466
F  -0.351  -5.008  4.191  -0.377
C  -0.418  -4.666  1.858  -0.762
C  -0.159  -3.838  0.768  -0.286
H  5.608  -1.476  -2.016  0.423
H  3.167  -1.746  -2.353  0.459
H  2.449  0.336  1.329  -0.045
H  4.883  0.578  1.654  0.496
H  -0.822  -1.344  -3.422  0.245
H  -0.931  -2.967  -5.304  0.452
H  1.812  -5.529  -3.272  0.402
H  1.928  -3.914  -1.384  0.598
H  1.128  -1.173  2.397  0.235
H  0.695  -2.640  4.332  0.440
H  -0.863  -5.646  1.737  0.422
H  -0.423  -4.198  -0.221  0.358
O  0.399  3.111  -1.766  -0.365
Se  0.083  1.891  -2.915  1.091
O  1.215  0.709  -2.854  -0.478
O  -1.332  1.299  -2.155  -0.531
O  -0.199  2.475  -4.396  -0.752

Computed properties:
HOMO level (alpha / beta), eV: -0.2426 / -0.2384
Total charge: -2
Kohn-Sham gap (alpha / beta), eV: 4.487 / 4.483
LUMO (alpha / beta), eV: 4.24 / 4.24
Spin multiplicity: 1
Energy relative to the best compared isomer or geometry (same formula, charge and spin), kJ/mol: 0.0
Energy, hartree: -5641.49902

=====

[4]
Molecular formula: C31H21N5O2S2Sn
Method: DFT, ωB97M-V/def2-TZVPD

Each line ends with the Mulliken charge.
Atoms and positions in Å:
Sn  -0.479  -0.183  0.091  0.743
S  1.308  2.551  4.006  -0.331
C  2.305  1.142  4.179  0.954
C  3.438  0.957  4.963  -0.627
C  4.083  -0.265  4.892  -0.435
C  3.592  -1.288  4.075  -0.599
C  2.461  -1.106  3.304  -0.349
C  1.814  0.129  3.342  -0.777
N  0.699  0.478  2.608  -0.199
C  0.321  1.689  2.834  0.306
C  -0.803  2.338  2.143  1.249
C  -1.404  3.461  2.724  -0.750
C  -2.450  4.103  2.089  -0.686
C  -2.878  3.643  0.851  -0.799
C  -2.263  2.544  0.271  -0.047
C  -1.223  1.848  0.891  -0.461
H  3.801  1.746  5.609  0.424
H  4.981  -0.430  5.473  0.413
H  4.114  -2.237  4.049  0.403
H  2.066  -1.889  2.667  0.475
H  -1.060  3.813  3.691  0.356
H  -2.918  4.964  2.548  0.395
H  -3.688  4.148  0.338  0.416
H  -2.591  2.219  -0.713  0.469
N  4.547  -0.597  -0.732  -0.152
C  5.169  0.177  0.268  0.206
C  6.435  -0.163  0.712  -0.564
C  7.074  0.613  1.674  -0.626
C  6.435  1.719  2.204  -0.736
C  5.152  2.046  1.776  -0.632
C  4.528  1.289  0.803  0.673
S  2.909  1.725  0.228  -0.147
N  2.397  0.371  -0.638  -0.156
C  3.201  -0.540  -1.032  0.736
C  2.746  -1.602  -1.986  -0.033
C  3.596  -2.029  -3.003  -0.635
C  3.133  -2.979  -3.900  -0.495
C  1.843  -3.458  -3.763  -0.607
C  1.070  -2.964  -2.722  -0.207
N  1.514  -2.069  -1.850  -0.059
H  5.024  -1.444  -0.985  0.263
H  6.927  -1.040  0.304  0.369
H  8.070  0.344  1.999  0.387
H  6.925  2.328  2.953  0.403
H  4.636  2.901  2.197  0.428
H  4.583  -1.602  -3.122  0.481
H  3.774  -3.328  -4.700  0.428
H  1.438  -4.191  -4.447  0.372
H  0.048  -3.300  -2.580  0.407
O  -3.117  -0.811  -3.165  -0.682
C  -2.643  -0.432  -2.107  0.352
O  -1.452  0.016  -1.900  -0.702
C  -3.538  -0.459  -0.872  0.546
C  -4.917  -0.359  -0.986  -0.647
C  -5.673  -0.294  0.170  -0.275
C  -5.031  -0.354  1.402  -0.654
C  -3.658  -0.490  1.425  -0.286
N  -2.929  -0.538  0.307  -0.024
H  -5.354  -0.326  -1.975  0.470
H  -6.751  -0.197  0.122  0.435
H  -5.584  -0.285  2.329  0.403
H  -3.109  -0.557  2.358  0.417

Computed properties:
HOMO level, eV: -7.3110
Total charge: 0
Kohn-Sham gap, eV: 7.517
LUMO, eV: 0.21
Spin multiplicity: 1
Energy relative to the best compared isomer or geometry (same formula, charge and spin), kJ/mol: 7.8
Energy, hartree: -2628.92786